{
  "formula": "C59H171F3N10O32Zr",
  "method": "ωB97M-V/def2-TZVPD",
  "gap_ev": 8.27,
  "lumo_ha": 0.0020,
  "species": ["Zr", "C", "O", "H", "H", "H", "C", "O", "H", "H", "H", "C", "O", "H", "H", "H", "C", "O", "O", "C", "F", "F", "F", "C", "C", "H", "H", "H", "H", "H", "H", "C", "C", "C", "O", "C", "N", "H", "H", "H", "H", "H", "H", "H", "H", "H", "H", "H", "C", "C", "C", "O", "C", "N", "H", "H", "H", "H", "H", "H", "H", "H", "H", "H", "H", "C", "C", "C", "O", "C", "N", "H", "H", "H", "H", "H", "H", "H", "H", "H", "H", "H", "C", "C", "C", "O", "C", "N", "H", "H", "H", "H", "H", "H", "H", "H", "H", "H", "H", "C", "C", "C", "O", "C", "N", "H", "H", "H", "H", "H", "H", "H", "H", "H", "H", "H", "C", "C", "C", "O", "C", "N", "H", "H", "H", "H", "H", "H", "H", "H", "H", "H", "H", "C", "C", "C", "O", "C", "N", "H", "H", "H", "H", "H", "H", "H", "H", "H", "H", "H", "C", "C", "C", "O", "C", "N", "H", "H", "H", "H", "H", "H", "H", "H", "H", "H", "H", "C", "C", "C", "O", "C", "N", "H", "H", "H", "H", "H", "H", "H", "H", "H", "H", "H", "C", "C", "C", "O", "C", "N", "H", "H", "H", "H", "H", "H", "H", "H", "H", "H", "H", "C", "C", "O", "O", "H", "H", "H", "H", "H", "H", "C", "C", "O", "O", "H", "H", "H", "H", "H", "H", "C", "C", "O", "O", "H", "H", "H", "H", "H", "H", "C", "C", "O", "O", "H", "H", "H", "H", "H", "H", "C", "C", "O", "O", "H", "H", "H", "H", "H", "H", "C", "C", "O", "O", "H", "H", "H", "H", "H", "H", "O", "H", "H", "O", "H", "H", "O", "H", "H", "O", "H", "H", "O", "H", "H"],
  "positions_angstrom": [[-0.050, 4.563, -1.364], [-3.021, 3.104, -0.163], [-1.905, 3.512, -0.896], [-2.769, 2.690, 0.814], [-3.773, 3.857, 0.073], [-3.452, 2.180, -0.547], [-1.242, 7.621, 0.060], [-0.650, 6.526, -0.533], [-2.240, 7.357, 0.411], [-0.683, 8.102, 0.862], [-1.454, 8.431, -0.638], [-1.094, 5.517, -4.679], [-0.687, 5.069, -3.427], [-1.081, 6.607, -4.637], [-0.461, 5.119, -5.473], [-2.110, 5.227, -4.945], [0.892, 1.266, -1.811], [0.405, 1.237, -0.486], [1.030, 2.714, -1.957], [2.068, 0.230, -2.016], [2.931, 0.367, -3.055], [2.841, 0.106, -0.935], [1.586, -1.000, -2.178], [-0.040, 0.024, 0.117], [-0.612, 0.328, 1.511], [0.204, 0.794, 2.063], [-1.375, 1.103, 1.440], [-1.158, -0.507, 1.949], [0.791, -0.655, 0.308], [-0.899, -0.430, -0.377], [0.012, 0.961, -2.377], [-4.095, -1.084, -5.744], [-3.984, -0.612, -4.284], [-4.209, 0.943, -3.965], [-3.383, 1.756, -4.808], [-1.943, 1.784, -4.363], [-4.944, -1.384, -3.521], [-4.148, -2.164, -5.881], [-3.177, -0.798, -6.258], [-5.008, -0.714, -6.210], [-3.107, -1.018, -3.780], [-4.178, 1.134, -2.892], [-5.203, 1.227, -4.311], [-1.261, 2.387, -4.962], [-1.497, 0.790, -4.336], [-1.925, 2.243, -3.375], [-4.594, -1.494, -2.580], [-5.809, -0.865, -3.472], [4.073, -3.769, -1.100], [3.650, -3.822, 0.370], [4.744, -3.048, 1.187], [6.163, -3.562, 1.080], [6.377, -4.832, 1.596], [2.477, -3.045, 0.248], [4.793, -4.575, -1.242], [4.375, -2.768, -1.408], [3.208, -4.059, -1.696], [3.495, -4.855, 0.681], [4.577, -2.980, 2.262], [4.671, -1.985, 0.957], [7.322, -5.171, 2.021], [6.032, -5.580, 0.882], [5.633, -4.955, 2.383], [2.598, -2.332, -0.458], [2.274, -2.535, 1.095], [-0.648, -3.493, 2.172], [0.404, -3.977, 3.213], [1.186, -2.869, 3.850], [1.686, -1.967, 2.906], [2.449, -0.949, 3.604], [-0.281, -4.860, 4.149], [-1.450, -2.935, 2.655], [-1.183, -4.299, 1.668], [-0.147, -2.797, 1.499], [1.091, -4.636, 2.684], [1.972, -3.328, 4.449], [0.551, -2.326, 4.551], [1.920, -0.465, 4.424], [2.639, -0.209, 2.827], [3.418, -1.329, 3.928], [-1.074, -5.257, 3.666], [-0.658, -4.389, 4.959], [-6.187, 2.434, 2.133], [-7.658, 2.745, 2.332], [-8.610, 1.722, 1.628], [-9.971, 2.041, 1.861], [-10.862, 0.953, 1.579], [-7.918, 2.979, 3.723], [-5.820, 1.509, 2.578], [-5.574, 3.228, 2.560], [-5.979, 2.331, 1.068], [-7.799, 3.703, 1.832], [-8.404, 0.721, 2.007], [-8.379, 1.749, 0.563], [-10.538, 0.155, 2.247], [-10.895, 0.641, 0.535], [-11.882, 1.282, 1.782], [-7.781, 2.098, 4.198], [-8.927, 3.015, 3.680], [4.477, 3.912, 1.817], [4.078, 2.436, 1.385], [5.024, 1.256, 1.734], [4.995, 1.074, 3.098], [5.861, 0.076, 3.573], [2.739, 2.232, 1.864], [5.497, 4.026, 1.450], [4.588, 4.035, 2.894], [3.848, 4.667, 1.344], [4.088, 2.395, 0.296], [6.058, 1.425, 1.434], [4.665, 0.373, 1.205], [5.684, -0.929, 3.189], [5.824, -0.061, 4.654], [6.889, 0.330, 3.314], [2.443, 1.286, 1.673], [2.735, 2.267, 2.873], [5.793, 1.524, -2.639], [7.287, 1.906, -2.563], [8.295, 0.723, -2.591], [8.149, -0.070, -1.342], [8.869, 0.445, -0.257], [7.379, 2.638, -3.782], [5.173, 2.397, -2.840], [5.457, 1.062, -1.710], [5.650, 0.823, -3.461], [7.454, 2.587, -1.728], [9.273, 1.046, -2.949], [8.054, 0.045, -3.408], [8.481, 1.391, 0.119], [9.918, 0.631, -0.489], [8.784, -0.243, 0.585], [7.416, 1.942, -4.513], [8.233, 3.172, -3.857], [5.069, -1.826, -4.207], [5.596, -2.365, -5.582], [6.725, -1.552, -6.204], [6.540, -0.213, -6.382], [5.384, 0.191, -7.179], [6.011, -3.712, -5.361], [4.748, -0.817, -4.464], [5.802, -1.944, -3.409], [4.188, -2.389, -3.900], [4.733, -2.534, -6.225], [6.886, -2.021, -7.175], [7.560, -1.598, -5.505], [4.397, -0.106, -6.825], [5.469, -0.203, -8.192], [5.396, 1.268, -7.343], [5.149, -4.216, -5.208], [6.366, -4.052, -6.243], [1.053, 3.993, 7.303], [2.300, 3.361, 6.747], [2.443, 1.914, 7.184], [3.737, 1.462, 6.780], [4.069, 0.058, 6.945], [2.202, 3.394, 5.304], [1.253, 4.165, 8.361], [0.142, 3.400, 7.223], [0.918, 4.957, 6.812], [3.225, 3.832, 7.081], [1.625, 1.259, 6.883], [2.322, 1.811, 8.262], [3.905, -0.225, 7.985], [5.142, 0.032, 6.754], [3.477, -0.561, 6.271], [2.975, 2.834, 4.974], [1.332, 2.920, 5.107], [-2.041, 5.505, 3.284], [-1.035, 4.570, 3.975], [-1.395, 3.054, 4.093], [-0.529, 2.376, 4.982], [-0.960, 1.102, 5.304], [0.214, 4.861, 3.338], [-2.176, 5.188, 2.250], [-1.837, 6.575, 3.281], [-2.934, 5.412, 3.902], [-0.931, 4.963, 4.986], [-1.370, 2.602, 3.102], [-2.415, 2.952, 4.464], [-0.441, 0.860, 6.232], [-0.753, 0.294, 4.602], [-2.010, 1.039, 5.593], [0.923, 4.463, 3.936], [0.293, 5.803, 3.691], [-5.064, -7.634, 3.277], [-5.896, -7.259, 2.043], [-4.979, -7.015, 0.782], [-4.020, -5.958, 0.880], [-3.160, -5.841, -0.253], [-6.822, -8.350, 1.792], [-5.782, -7.817, 4.076], [-4.442, -6.881, 3.762], [-4.517, -8.571, 3.169], [-6.400, -6.354, 2.384], [-5.583, -6.907, -0.119], [-4.401, -7.919, 0.591], [-2.366, -6.588, -0.285], [-2.611, -4.901, -0.307], [-3.675, -5.821, -1.214], [-7.262, -8.510, 2.687], [-7.679, -8.075, 1.335], [-5.247, 1.625, 5.586], [-6.443, 0.790, 5.978], [-7.238, 0.392, 4.894], [-5.568, 2.973, 5.282], [-4.740, 1.178, 4.730], [-4.519, 1.529, 6.392], [-7.054, 1.353, 6.684], [-6.180, -0.146, 6.471], [-6.997, -0.480, 4.574], [-6.034, 2.973, 4.443], [3.093, 3.550, -5.890], [2.936, 5.039, -5.325], [3.391, 5.105, -3.987], [1.968, 2.783, -5.472], [4.035, 3.127, -5.542], [3.013, 3.463, -6.973], [1.924, 5.392, -5.517], [3.536, 5.741, -5.904], [4.313, 5.329, -4.131], [2.156, 2.531, -4.565], [-1.919, -3.557, -3.179], [-0.577, -3.865, -3.899], [0.063, -5.110, -3.440], [-1.801, -2.815, -1.940], [-2.630, -4.378, -3.085], [-2.434, -2.885, -3.866], [0.029, -2.966, -3.789], [-0.756, -3.988, -4.967], [0.340, -4.935, -2.537], [-2.627, -2.373, -1.735], [0.812, -0.788, -6.342], [1.616, -0.465, -7.656], [2.406, -1.531, -8.158], [-0.091, -1.824, -6.686], [0.301, 0.137, -6.078], [1.516, -0.981, -5.532], [2.129, 0.494, -7.576], [0.879, -0.275, -8.437], [1.849, -2.311, -8.101], [0.403, -2.561, -7.053], [-4.880, -2.409, 3.322], [-5.170, -3.818, 2.874], [-5.558, -3.806, 1.473], [-6.001, -1.556, 3.306], [-4.029, -1.950, 2.819], [-4.508, -2.446, 4.346], [-5.889, -4.270, 3.557], [-4.272, -4.426, 2.977], [-5.232, -4.634, 1.114], [-6.247, -1.699, 2.389], [-5.095, -0.799, -0.186], [-6.640, -0.847, -0.299], [-7.244, -1.654, 0.687], [-4.511, -2.013, -0.604], [-4.868, -0.540, 0.848], [-4.703, -0.040, -0.863], [-7.027, -1.168, -1.266], [-6.954, 0.177, -0.096], [-7.525, -2.514, 0.365], [-5.070, -2.744, -0.329], [0.443, -4.628, -0.803], [1.283, -4.355, -0.435], [-0.054, -3.815, -0.896], [1.892, 5.584, -1.807], [2.148, 6.450, -1.491], [2.529, 5.380, -2.491], [7.035, -2.676, -1.409], [7.247, -1.743, -1.396], [6.788, -2.879, -0.507], [0.109, 2.742, -7.739], [0.553, 2.825, -6.895], [0.796, 2.897, -8.387], [0.809, 4.111, 0.600], [0.455, 4.331, 1.462], [1.601, 3.607, 0.788]],
  "atomic_forces_ev_per_a": [[-4.7871, 0.2391, -2.3404], [1.0161, -0.6089, 0.4374], [1.7787, 1.3355, -0.1789], [0.6541, 0.3163, 0.7271], [-0.1142, 0.2647, -0.6022], [-0.5600, 0.1632, -0.9514], [-0.7555, -0.0238, -0.3990], [1.5852, -2.6761, -0.9447], [-0.1576, -0.1004, 0.5014], [0.3294, -0.3175, 0.3492], [0.2253, 0.1337, -0.5372], [0.0864, 0.1320, 0.8575], [1.0986, -1.2758, 3.0014], [0.1137, 0.2738, -0.5622], [0.2883, 0.1401, -0.2158], [-0.2732, -0.2327, 0.2116], [-1.9825, 3.5511, 0.9517], [0.5017, -1.1547, 1.3061], [0.7728, -1.6770, -0.6019], [0.7871, 0.1151, -0.3510], [-0.7494, 1.0780, 0.0814], [0.5304, 0.7700, 0.9737], [-1.2490, -0.5237, -0.2876], [-0.8284, 0.0730, 1.0163], [0.1026, 1.3482, -0.7902], [-0.1487, -0.4300, 0.7796], [-0.0223, 0.2034, -0.3153], [0.7560, -0.2747, 0.1924], [-0.0266, -0.3907, -0.5644], [0.4526, -0.3169, -0.9432], [0.4389, -0.4473, -0.9821], [0.8535, 0.6618, 0.1505], [-0.7126, -0.2154, 0.7259], [0.9492, -1.2421, -2.4956], [2.2448, 0.1361, 0.9927], [-1.5422, -0.0054, 0.3503], [-0.9825, -0.1288, 0.5550], [0.0294, -0.1185, 0.7476], [-0.3097, 0.4383, -0.5084], [0.1888, 0.4340, -0.1472], [1.0115, 0.8083, -0.7882], [0.5491, 0.1288, 0.1721], [-0.3082, -0.2768, 0.0815], [-0.8100, 0.2214, -0.6068], [-0.3146, -0.3143, 0.0532], [0.0319, -0.1184, 0.2368], [-0.4183, -0.1122, 0.1693], [-0.4595, -0.1301, 0.1332], [0.4986, -2.0989, 0.0304], [2.3414, 1.4224, -1.4710], [0.9990, -1.4502, 0.8542], [-0.8205, 2.3314, -0.6119], [-2.5530, -1.4943, 0.4934], [-1.8240, 1.1080, 1.6616], [0.6133, 0.5890, -0.6217], [0.4558, -0.2690, 0.1021], [-0.0985, 0.0048, -0.0926], [-0.1432, 0.1100, 0.3049], [-0.4569, -0.7254, 0.3788], [0.7061, -0.0642, -0.9686], [0.4564, 1.1039, -0.4397], [0.4116, -0.2662, -0.3938], [0.0757, -0.2263, 0.6683], [-0.0154, -0.0357, -0.1954], [-0.4937, -0.1118, 0.4057], [0.6599, 0.8225, 0.5460], [-1.6338, -0.7523, -1.7205], [-0.5737, -0.5433, 0.7336], [0.6883, 0.8511, 1.0492], [-0.0963, -0.1380, -1.7554], [0.2869, -0.1870, 0.8437], [0.0329, 0.2752, 0.4184], [0.5947, -0.1779, -0.2483], [-0.3054, -0.2544, -0.4914], [0.3063, 0.1736, -0.2570], [0.4166, 0.0379, 0.0863], [-0.3393, 0.1935, 0.2428], [-0.2648, -0.2155, 0.0768], [0.1367, 0.0461, 0.3161], [-0.0511, -0.2015, 0.2232], [-0.0054, -0.2254, 0.0486], [0.0167, 0.2879, 0.0854], [0.2176, -0.5091, -0.5975], [0.2766, -0.0648, -1.1195], [0.5938, 0.4015, 0.5507], [-0.1882, 0.1474, -0.4341], [0.4498, 0.6768, 0.5081], [-1.1273, -0.2823, -0.1423], [-0.3951, -0.2761, 0.2799], [-0.0085, 0.2018, -0.2829], [0.2407, 0.2480, -0.1395], [-0.2529, 0.1280, -0.1909], [0.1146, -0.3107, 0.0925], [-0.0937, -0.0803, -0.3053], [-0.4506, -0.4761, -0.2015], [0.5747, -0.0631, -0.1792], [0.1608, 0.0645, 0.4248], [0.1345, -0.4065, 0.2130], [-0.5765, 0.6600, 0.8452], [1.2989, -1.8964, -0.5718], [0.8800, 0.9986, -0.0293], [-0.1328, 1.1948, -0.1920], [-0.4294, -0.5107, 1.8997], [0.6878, -0.2641, 0.0636], [-0.7925, -0.3185, -0.0212], [0.1164, 0.3902, -0.2010], [-0.5780, -0.0393, 0.0573], [-0.1359, -0.1947, 0.2245], [-0.3190, 0.3058, -0.2424], [0.2051, 0.2365, -0.4417], [-0.1599, -0.3006, -0.2082], [-0.3452, -0.0690, -0.5721], [-0.3380, 0.6417, -0.0030], [0.2559, 0.0282, -0.0426], [-0.3122, -0.1168, -0.5178], [0.0691, 0.3168, 0.2924], [0.3705, -0.8080, 1.1682], [-0.9029, -0.5026, -0.3175], [-1.9594, -0.4647, 1.0975], [0.8830, 0.9580, -1.8011], [0.1245, 0.3216, 0.5563], [1.1115, 1.1754, -1.3006], [0.2189, 0.0953, 0.1352], [-0.1905, -0.2585, -0.0283], [-0.0055, -0.0673, 0.0716], [0.1740, -0.1289, 0.1687], [0.6523, 0.2297, 1.2295], [-0.6942, -0.2522, 0.1310], [-0.3115, 0.3122, -0.1598], [0.1775, -0.2705, -0.1034], [0.1086, -0.2601, -0.1993], [-0.1554, 0.0567, -0.6281], [0.2873, 0.0785, -0.0457], [0.0999, -0.0216, -1.8179], [-1.5435, 0.4600, 1.6605], [-0.5631, -1.4538, 0.4169], [-1.9855, 2.8090, -0.4496], [0.9079, -0.3041, -0.4203], [1.1719, -1.2068, 0.0872], [0.0500, 0.2415, 0.8034], [0.1641, 0.3917, -0.1377], [-0.1109, -0.0761, -0.1147], [-0.2728, 1.4634, -0.5917], [0.7218, -0.2880, -0.2275], [0.3547, -0.5209, -0.3277], [0.2203, -0.1814, 0.5427], [0.1253, -0.4472, -0.1096], [0.2691, 0.0636, 0.5977], [0.1150, -0.4958, 0.2431], [0.2258, -0.4889, -0.1684], [0.5177, 0.5255, 1.0471], [-0.3923, -1.1864, -0.2720], [0.4733, -0.7664, 1.2239], [-0.1889, -0.5319, -0.2539], [-0.4117, 1.8123, 0.3807], [0.6019, 0.4628, -0.3467], [-0.3691, 0.2138, 0.1661], [0.1703, -0.0996, -0.2667], [-0.1874, 0.0075, 0.0849], [-0.1324, 0.4438, -0.0193], [-0.0918, -0.0413, -1.0558], [0.4887, 0.2983, 0.6091], [-0.1096, -0.2294, 0.0692], [-0.1863, -0.3354, -0.1696], [0.1357, -0.1371, -0.0331], [0.1258, -0.1752, -0.4743], [-0.1068, -0.3418, -0.4164], [-1.0551, -1.3871, 0.6640], [-0.9775, 0.2540, 0.7450], [-0.4560, 1.3670, -0.8274], [0.1308, 0.7568, -0.6223], [0.0245, -0.9489, 1.4747], [1.3469, -0.1565, 0.0394], [-0.3527, 0.0198, -0.0256], [0.7666, -0.1755, 0.1623], [-0.6300, -0.0209, -0.5736], [-0.4119, -0.3851, 0.6248], [0.1328, -0.1350, -0.2147], [-0.2382, 0.1653, 0.0703], [0.1975, -0.2543, 0.0197], [0.1215, 0.2421, -0.5686], [-0.3638, 0.3215, -0.3178], [0.7960, -0.6751, -0.1800], [0.5941, 0.8482, -1.0160], [-0.4704, -0.5154, 0.6769], [1.8859, 1.0169, 0.0419], [0.0377, -0.9653, 0.0024], [-0.4404, 0.4547, 0.1968], [0.4575, 0.2031, -0.5824], [-0.5738, -0.1995, 0.3276], [-0.2623, -0.2611, 0.1246], [0.2816, 0.2742, -0.8110], [0.1701, 0.1025, -0.2531], [-0.1925, 0.4607, -0.6203], [-0.3211, 0.3808, -0.0905], [-0.1213, -0.4437, 0.2516], [-0.2761, -0.4600, 0.1686], [-0.2586, 0.3366, 0.8825], [-0.5334, -0.4993, 0.0312], [0.3909, -0.6899, 0.6227], [0.2357, 0.5465, -1.0964], [0.1551, -0.2048, -0.3065], [-0.0084, -0.7362, 0.3248], [-1.0496, 0.5453, -0.5241], [0.8391, -0.4687, 0.8738], [-0.0353, -0.3328, -0.2971], [0.0170, 0.7095, 0.2905], [-0.1122, 0.1452, -0.0540], [0.6503, 0.1454, 0.4653], [0.3838, -0.0876, -0.2056], [-0.4171, 0.3051, 0.0439], [-1.1602, 1.4024, 0.3356], [0.3199, -1.2609, -2.2051], [-0.0089, 0.1651, 0.0448], [0.5670, -0.2413, 0.3496], [0.0893, -0.0721, 0.0064], [0.4874, 0.6354, -0.1249], [-0.2537, -0.3205, 0.8509], [0.2946, -0.1247, -0.2887], [0.2521, -0.1086, 0.7664], [-0.5105, -0.1424, 0.4692], [-0.3842, 1.1959, -0.8995], [-0.5370, -1.4868, 1.3900], [-0.7534, 1.7124, -1.3846], [1.1087, -0.8123, -0.2150], [0.4997, -0.5476, 0.2390], [-0.0400, 0.0866, -0.3058], [0.4425, -0.0762, 0.1726], [-0.2026, -0.0833, 0.1389], [0.2200, -0.1931, 0.7179], [-0.3364, -0.1299, 0.0619], [1.4361, 0.7366, -2.1228], [-1.5738, 0.4298, 0.1724], [0.6509, 0.1846, 0.7476], [-0.3748, 0.1446, 0.8429], [-0.5286, -0.2842, -0.0891], [-0.0576, -0.6394, 0.2153], [0.7811, -0.4049, 0.2237], [-0.4777, 0.2117, 0.1486], [0.1875, -0.1577, -0.3159], [-0.0539, -0.1437, 0.2531], [1.0060, -0.0579, 1.4850], [0.5547, 0.2562, -0.8458], [-0.5445, 0.2568, 1.3189], [0.3959, -0.5550, -0.3326], [-0.0205, -0.0854, -0.7492], [-0.2052, -0.2116, 0.3481], [-0.6072, 0.0327, -0.3236], [0.2566, 0.0760, -0.0618], [0.5179, -0.4305, -0.1738], [-1.3312, 0.6648, -0.6746], [-1.4070, -0.5466, -0.5832], [0.5547, 0.6320, -0.0470], [-0.1039, -0.0037, 0.8515], [0.6228, -0.0356, -0.1488], [0.2760, -0.0239, 0.1576], [-0.0760, 0.2448, 0.1771], [0.4281, 0.2204, -0.3046], [-0.2781, 0.0541, -0.1610], [0.2634, 0.0125, -0.1358], [0.0490, -0.1764, 0.4896], [-0.6262, -0.9464, -0.3637], [0.5077, 0.6438, 0.4235], [-0.3835, 0.4901, 0.0833], [-0.0071, 0.2289, 0.8662], [-0.4170, 0.3501, 0.3569], [0.4404, -0.6425, -1.1576], [-0.0288, -0.1187, -0.5583], [0.3550, 0.4462, -0.0574], [-0.0960, -0.3775, 0.5097], [-0.3130, -0.0710, -0.3091], [0.2351, -0.0076, 0.5750], [0.0960, 0.0318, -0.2214], [-0.0686, 0.3738, -1.1228], [-0.5702, 0.7371, 1.3838], [0.6813, -1.0498, 0.1800]],
  "mulliken_charge": [2.4451, -0.4636, -0.4096, -0.0458, 0.4081, -0.0818, -1.0280, -0.8197, 0.2897, 0.3120, 0.2730, -0.9067, -1.0834, 0.3535, 0.1286, 0.2650, -0.4227, 1.9397, 0.2085, 0.1391, 0.0261, 0.0096, 0.0218, 0.1478, 0.8160, -0.1174, -0.4586, -0.4023, -0.8879, 0.0135, -0.2479, -1.6217, 1.6376, -0.6106, -0.4920, 0.2971, -0.4807, 0.4040, 0.2444, 0.4126, -0.6467, 0.1053, 0.4616, 0.0408, -0.1831, -0.1024, -0.1631, 0.3842, -1.3369, 1.0333, -0.5661, -0.4514, -0.9568, 2.3349, 0.5380, 0.0730, 0.3909, 0.5150, 0.5732, -0.7216, 0.2855, 0.3114, 0.3478, -0.6806, -1.4408, -0.2159, 0.8150, -0.9281, 0.7821, -1.1165, -0.7454, 0.0884, 0.4701, -0.6106, -0.2179, 0.1779, 0.2943, 0.3845, -0.0927, 0.3757, 0.1811, 0.3052, -1.7927, 0.8352, -0.4896, -0.4485, -0.6962, -0.7436, -0.0484, 0.5794, 0.6053, 0.3867, 0.1835, 0.4492, 0.2895, 0.2752, 0.2733, 0.0999, 0.4930, -1.8598, 0.0428, 0.4855, -0.1801, -0.4158, 1.8616, 0.5316, 0.2661, 0.2658, 0.3464, 0.8524, -0.7533, 0.1264, -0.0874, 0.3797, -1.5140, -0.2926, 0.5366, 0.1306, -0.5363, -0.2324, -0.8710, -0.7163, 0.3765, -0.2073, -0.7489, 0.4483, 0.3793, 0.0068, 0.2562, 0.2999, 0.3025, 0.1788, 0.2826, 0.1353, 0.6281, -1.2778, -0.2894, -0.5565, -0.7749, -0.6490, 0.0891, 0.3417, 0.1531, 0.4918, 0.3721, 0.0227, 0.3749, 0.2609, 0.3013, 0.2701, -1.4291, 0.1835, -0.5096, -0.3068, -0.4628, -0.4086, 0.5703, 0.1240, 0.3017, 0.5193, 0.0079, 0.5234, 0.3946, 0.1614, 0.0654, 0.0260, 0.2351, -1.4703, 0.3953, 0.0435, -0.0625, -0.7358, -0.3288, 0.0858, 0.4522, 0.4756, 0.1704, -0.3724, 0.2289, 0.3286, 0.1293, 0.1349, -0.0713, 0.4198, -1.6508, 0.9130, -1.0484, -0.0315, -0.8237, -0.7297, 0.4716, 0.2598, 0.3906, 0.1451, 0.3653, 0.4827, 0.3948, -0.1629, 0.5207, 0.3147, 0.2734, 0.4526, -1.0715, -0.5726, -0.6196, -0.2127, 0.5647, 0.2583, 0.4790, 0.3549, 0.2325, -0.1325, -0.5633, -0.5264, 0.6564, 0.0188, 0.3783, 0.0565, 0.4705, 0.2440, -0.2968, 0.2752, -0.3364, -0.6646, 0.5799, 0.2439, -0.1500, -0.1217, 0.4664, 0.5458, -0.3779, 0.5682, -0.4600, -0.4898, -0.4789, -0.1049, -0.1631, 0.1043, 0.3883, 0.3587, 0.3244, -0.6604, -0.1308, -0.3827, -0.5618, -0.0067, 0.6103, 0.2242, 0.2354, 0.3045, 0.2330, 0.6831, -0.5471, -0.4685, 0.0733, 0.1604, -0.4670, 0.3659, -0.0805, 0.2881, -0.1841, -0.9759, 0.4581, -0.0839, -0.3250, 0.2276, 0.2780, -0.6333, 0.4467, 0.3888, -0.7022, 0.1460, 0.3236, -0.3148, 0.0249, 0.0798]
}